# 1
{"formula": "C5H11NO", "method": "wB97M-V/def2-TZVPD", "symbols": ["C", "C", "O", "C", "C", "N", "C", "H", "H", "H", "H", "H", "H", "H", "H", "H", "H", "H"], "xyz": [[-1.27934, 0.61108, -1.61328], [-0.06387, 0.42625, -0.73017], [0.30639, 1.66667, -0.18477], [1.11065, 1.38731, 0.94657], [0.72221, -0.03804, 1.39208], [-0.31791, -0.40715, 0.43838], [-0.36989, -1.82415, 0.15869], [-1.10570, 1.43845, -2.30750], [-2.14484, 0.84092, -0.98573], [-1.48356, -0.29263, -2.19669], [0.78756, 0.01514, -1.32166], [0.91128, 2.15202, 1.70027], [2.17519, 1.43597, 0.67889], [0.33455, -0.07897, 2.41660], [1.59447, -0.71235, 1.33235], [-0.51483, -2.37436, 1.09402], [-1.21865, -2.04859, -0.49616], [0.55631, -2.19757, -0.32189]], "homo_energy_ev": -8.77, "charge": 0, "gap_ev": 9.95, "mol_weight_g_mol": 101.15, "e_above_lowest_kj_mol": 123.6, "e_tot_ha": -327.0843}

# 2
{"formula": "C6H9N", "method": "wB97M-V/def2-TZVPD", "symbols": ["C", "N", "C", "C", "C", "C", "C", "H", "H", "H", "H", "H", "H", "H", "H", "H"], "xyz": [[-0.90957, 0.02840, -1.69292], [-0.39058, 0.12686, -0.52278], [-0.58575, -0.51790, 0.82348], [0.85623, -0.87435, 0.52089], [0.92478, 0.56876, 0.06152], [0.41380, 1.46265, 1.21740], [-0.58714, 0.74208, 1.72273], [-1.82766, -0.53218, -1.81999], [-0.41100, 0.49368, -2.53458], [0.40991, -1.98733, -1.96781], [-1.39469, -1.24822, 0.89944], [0.68923, -1.86948, -1.24080], [1.54389, -1.34037, 1.22394], [1.66552, 0.95414, -0.64301], [0.77626, 2.44443, 1.49783], [-1.26839, 0.96916, 2.53403]], "homo_energy_ev": [-6.48, -6.48], "charge": 0, "gap_ev": [7.41, 7.41], "mol_weight_g_mol": 95.14, "e_above_lowest_kj_mol": 691.1, "e_tot_ha": -288.5188}

# 3
{"formula": "C31H20IrN3O8S", "method": "wB97M-V/def2-TZVPD", "symbols": ["Ir", "O", "C", "C", "C", "C", "C", "C", "C", "O", "N", "N", "C", "C", "C", "C", "C", "C", "C", "O", "H", "H", "H", "H", "H", "H", "H", "H", "H", "H", "O", "C", "O", "C", "C", "C", "N", "C", "C", "C", "O", "O", "H", "H", "H", "C", "C", "O", "S", "C", "C", "C", "C", "C", "C", "C", "C", "H", "H", "H", "H", "H", "H", "H"], "xyz": [[-0.21059, 0.76843, -1.16808], [-4.31623, 2.76084, -1.56071], [-3.85668, 4.01672, -1.42596], [-4.81462, 5.03436, -1.39491], [-4.43459, 6.35301, -1.27782], [-3.08636, 6.69515, -1.18524], [-2.13738, 5.69646, -1.20590], [-2.49383, 4.34832, -1.32493], [-1.44473, 3.30689, -1.31733], [-1.82876, 2.06149, -1.43826], [-0.20939, 3.68156, -1.19686], [0.71180, 2.62145, -1.20960], [1.91297, 3.04911, -1.06026], [3.14131, 2.28466, -0.95236], [4.17953, 2.87488, -0.22135], [5.33869, 2.17703, 0.05841], [5.48108, 0.87238, -0.39137], [4.48693, 0.27857, -1.15246], [3.33811, 0.98864, -1.45349], [2.40492, 0.45532, -2.29958], [-3.54380, 2.15592, -1.53309], [-5.85535, 4.74810, -1.46391], [-5.19320, 7.12549, -1.25301], [-2.78721, 7.73025, -1.09286], [-1.08584, 5.93246, -1.12819], [2.00494, 4.11977, -0.89966], [4.05070, 3.88291, 0.15349], [6.12537, 2.64346, 0.63583], [6.37837, 0.31505, -0.15604], [4.58741, -0.72968, -1.53131], [0.83870, -0.69055, 5.50956], [0.02603, -1.27623, 4.77613], [-0.82294, -2.14697, 5.00851], [0.03805, -0.77775, 3.30452], [0.88523, 0.25079, 2.91454], [0.88935, 0.69133, 1.60915], [0.08075, 0.14979, 0.68829], [-0.72116, -0.88493, 1.03631], [-0.76680, -1.35433, 2.32987], [-1.52756, -1.48998, -0.09924], [-2.16146, -2.50919, 0.06350], [-1.43963, -0.83394, -1.22472], [1.54259, 0.68382, 3.65679], [1.55960, 1.46878, 1.27118], [-1.42041, -2.17769, 2.58408], [-2.37227, -5.66938, 1.15296], [-1.75650, -7.00986, 0.90562], [-2.27062, -8.05957, 1.18407], [-0.10074, -7.10060, 0.20708], [0.33258, -5.43968, -0.23904], [1.10908, -4.66365, 0.62197], [1.50957, -3.39882, 0.25142], [1.13725, -2.86391, -1.00399], [0.33898, -3.65803, -1.86051], [-0.04713, -4.92180, -1.48030], [1.53746, -1.59037, -1.38247], [1.44916, -0.33611, -1.64379], [-3.45078, -5.79326, 1.21641], [-2.11239, -4.91868, 0.40917], [-2.00480, -5.30080, 2.11455], [1.38787, -5.05947, 1.58977], [2.10149, -2.79412, 0.92608], [0.02478, -3.24856, -2.81023], [-0.65691, -5.52530, -2.14044]], "s2": 0.80, "homo_energy_ev": [-5.10, -5.85], "charge": -1, "gap_ev": [5.92, 6.66], "mol_weight_g_mol": 786.80, "multiplicity": 2, "e_above_lowest_kj_mol": 69.9, "e_tot_ha": -2462.0977}

# 4
{"formula": "C22H17N8OS5W", "method": "wB97M-V/def2-TZVPD", "symbols": ["W", "N", "C", "S", "N", "N", "C", "C", "C", "C", "C", "C", "N", "H", "H", "H", "H", "H", "H", "H", "C", "C", "C", "C", "C", "C", "N", "N", "C", "C", "C", "C", "C", "N", "H", "H", "H", "H", "H", "H", "H", "H", "H", "O", "C", "S", "C", "C", "S", "S", "S", "N", "C", "H"], "xyz": [[-0.95656, 0.03300, 0.21028], [-1.10791, 3.78680, 2.70834], [-0.80920, 2.64226, 2.09818], [-1.24186, 2.50081, 0.38877], [-0.17361, 1.71200, 2.75235], [0.11224, 0.60925, 1.97101], [1.16110, -0.03266, 2.32234], [1.50528, -1.21004, 1.56029], [2.64316, -1.94891, 1.81466], [2.86673, -3.10811, 1.09035], [1.91413, -3.50590, 0.16436], [0.80568, -2.71170, -0.05172], [0.60795, -1.55587, 0.60447], [-1.54526, 4.54758, 2.21619], [-0.81791, 3.93398, 3.66435], [1.73303, 0.30201, 3.17958], [3.33357, -1.61527, 2.57985], [3.75511, -3.70402, 1.26027], [2.01832, -4.43225, -0.38554], [0.04551, -3.02096, -0.75071], [4.56847, 2.48621, 0.00399], [4.49283, 1.56560, -1.03706], [3.29510, 0.96173, -1.34715], [2.13337, 1.27629, -0.62300], [2.21837, 2.19787, 0.41682], [3.42684, 2.79667, 0.72601], [0.90647, 0.58627, -0.97453], [1.04987, 0.00974, -2.06994], [0.05778, -0.86696, -2.46797], [0.20755, -1.49427, -3.69135], [-0.76123, -2.39149, -4.10643], [-1.84586, -2.63347, -3.27276], [-1.92603, -1.97709, -2.06464], [-0.98908, -1.09365, -1.65723], [5.51202, 2.95737, 0.24748], [5.37770, 1.31640, -1.60861], [3.25730, 0.23550, -2.14600], [1.35130, 2.50912, 0.95426], [3.46966, 3.52233, 1.52689], [1.08110, -1.25822, -4.28529], [-0.67389, -2.89756, -5.05964], [-2.62737, -3.32742, -3.55291], [-2.75548, -2.15344, -1.39639], [-7.53147, 2.71354, 0.51392], [-6.46091, 2.24281, 0.48298], [-5.54805, 1.76362, 1.98703], [-4.19484, 1.14069, 1.17414], [-4.21067, 1.18920, -0.30252], [-2.95355, 0.66579, -1.20270], [-5.59422, 1.82815, -1.05779], [-2.93816, 0.52677, 2.01452], [-2.42471, -2.59064, 1.50130], [-1.95295, -1.66350, 1.00823], [-2.86671, -3.36597, 1.96869]], "homo_energy_ev": -17.00, "charge": 3, "gap_ev": 5.74, "mol_weight_g_mol": 753.61, "e_above_lowest_kj_mol": 56.5, "e_tot_ha": -3418.9340}

# 5
{"formula": "C2H6O2P", "method": "wB97M-V/def2-TZVPD", "symbols": ["C", "C", "P", "O", "O", "H", "H", "H", "H", "H", "H"], "xyz": [[-0.66718, 0.48598, 0.12618], [0.78203, 0.02368, -0.41667], [1.50293, -1.26442, 0.78460], [1.78926, -0.68924, 2.08654], [2.50320, -2.08329, 0.07242], [-1.33220, -0.14446, -0.52738], [-0.64976, 0.13918, 1.11027], [-0.86928, 1.51504, 0.06198], [1.62008, 0.62412, -0.45582], [0.60774, -0.50327, -1.39558], [0.36271, -2.04380, 0.96617]], "homo_energy_ev": -4.27, "charge": -1, "gap_ev": 8.62, "mol_weight_g_mol": 93.04, "e_above_lowest_kj_mol": 21.2, "e_tot_ha": -571.7236}